C4H9OP | wB97M-V/def2-TZVPD

Each line ends with the Mulliken charge.
Element x y z (Å)
C1 0.8023 -0.1064 -1.9114  -0.8113
C2 1.0776 -0.8316 -0.7925  -0.0009
C3 1.5907 -0.3129 0.5879  -0.7840
H1 0.9984 0.9825 -1.8462  0.2661
H2 0.6755 -0.4651 -2.9049  0.3114
H3 1.3690 -1.8497 -0.8196  0.2792
H4 1.0201 0.5374 0.9805  0.1618
H5 2.7248 -0.0879 0.7123  0.2859
H6 1.2694 -1.1644 1.2349  0.3230
C4 -1.7882 1.0126 1.1556  -0.9028
P1 -1.8664 0.1140 -0.5631  0.4722
O1 -2.2566 -1.2640 -0.2895  -0.4435
H7 -2.7005 0.5867 1.6800  0.2986
H8 -2.0261 2.1131 1.0911  0.2936
H9 -0.8901 0.7357 1.6849  0.2507

Atomic forces in eV per Å
C 1.481 0.619 2.447
C 2.113 2.161 -0.696
C -0.415 -0.449 0.070
H -0.752 -0.548 0.034
H -0.354 -0.675 -0.372
H -0.851 -1.262 -0.589
H 0.374 0.095 -0.361
H -1.975 -0.634 -0.561
H 0.784 0.707 0.077
C -2.233 -0.195 -0.743
P -0.102 1.978 0.422
O -0.263 -1.207 0.407
H 1.147 0.175 -0.371
H 0.865 -0.998 -0.093
H 0.181 0.232 0.330

The spin multiplicity is 1. For the LUMO energy, the calculation gives 0.0001 Eh. As for the structure (SMILES): C=CC.CP=O. For the energy above the lowest of the compared OMol25 structures with the same formula, charge and spin, the calculation gives 1.482 eV.